# C21H30BN10S2Ti

A structure of composition C21H30BN10S2Ti at a distorted geometry (wB97M-V/def2-TZVPD, the Open Molecules 2025 dataset).

Summary:
DFT total energy   -3036.46547 Ha
Orbital gap (spin up / spin down)   5.6 / 8.8 eV
Net charge   +1
⟨S²⟩   2.006
HOMO energy (spin up / spin down)   -0.29993 / -0.41841 Eh
Multiplicity   3

Last column: Mulliken spin population.
Element x y z (Å)
Ti: -0.14809 0.04628 0.11862  1.73
C: 0.48835 -1.79933 3.96614  0.01
C: 0.78924 -1.68684 2.60702  0.03
N: 0.07515 -0.71074 2.04710  0.00
N: -0.69209 -0.18700 3.02504  0.01
C: -0.45950 -0.81978 4.18669  0.01
B: -1.45841 1.14573 2.79669  0.00
N: -2.47195 0.95563 1.65408  0.06
C: -3.80464 1.15373 1.65488  0.05
C: -4.30394 0.72525 0.44372  0.00
C: -3.18656 0.25474 -0.25427  0.08
N: -2.08026 0.40489 0.48448  -0.12
N: -0.35229 2.13787 2.37091  -0.01
C: 0.00588 3.28283 2.97837  0.00
C: 1.24854 3.64821 2.50958  0.00
C: 1.58134 2.63617 1.60285  0.01
N: 0.60870 1.73288 1.51069  -0.04
H: 0.90978 -2.48624 4.67928  0.00
H: 1.49059 -2.27267 2.03191  0.00
H: -0.97158 -0.53870 5.09196  0.00
H: -2.00485 1.50959 3.78974  0.00
H: -4.30404 1.59697 2.50018  0.00
H: -5.33034 0.73921 0.12072  0.00
H: -3.12951 -0.21457 -1.22096  0.00
H: -0.63344 3.75072 3.70870  0.00
H: 1.83942 4.50258 2.78917  0.00
H: 2.49392 2.53730 1.04251  0.00
N: 2.04359 -0.25863 -0.27785  0.02
C: 2.93108 0.62840 -1.07837  0.01
C: 2.26669 1.10241 -2.37863  -0.02
C: 1.88934 2.58521 -2.44778  0.00
C: 0.79178 3.07172 -1.48145  0.02
N: -0.16710 2.02352 -1.07012  0.01
H: 2.41334 -0.31893 0.66676  0.00
H: 2.10843 -1.19314 -0.67045  0.01
H: 3.86514 0.11158 -1.30892  0.00
H: 3.19751 1.48723 -0.46670  0.00
H: 1.37727 0.50039 -2.52320  0.02
H: 2.92803 0.89631 -3.22158  0.00
H: 1.57573 2.78866 -3.47524  0.00
H: 2.78411 3.18743 -2.27683  0.00
H: 0.25764 3.89328 -1.96768  0.00
H: 1.23755 3.49013 -0.58571  0.00
H: -0.64042 1.70738 -1.90306  -0.01
H: -0.88424 2.47145 -0.50615  0.01
C: -1.80767 -3.06385 1.73087  0.01
C: -0.90330 -3.09701 0.54968  0.05
N: -0.62207 -2.09838 -0.23754  -0.02
C: 0.03984 -2.52369 -1.37575  0.00
C: 0.37534 -3.83956 -1.39023  0.00
S: -0.23696 -4.61156 0.01645  0.01
C: 0.03102 -1.61820 -2.51579  0.04
C: 0.56096 -1.83108 -3.74985  0.01
S: -0.03297 -0.65936 -4.85094  0.01
C: -0.94718 0.06965 -3.56525  0.02
N: -0.78612 -0.51086 -2.40971  -0.01
C: -1.83842 1.23794 -3.83775  0.00
H: -2.14014 -2.04880 1.93572  0.00
H: -1.32604 -3.47723 2.61582  0.00
H: -2.68367 -3.67717 1.51247  0.00
H: 0.87246 -4.40761 -2.15954  0.00
H: 1.22548 -2.61412 -4.07753  0.00
H: -2.45682 1.03106 -4.71142  0.00
H: -1.27017 2.14444 -4.05785  0.00
H: -2.49959 1.42014 -2.99250  0.00